# C16H38BO27P2S6

6 unconnected molecules or ions with the total composition C16H38BO27P2S6 (wB97M-V/def2-TZVPD, the OMol25 dataset).

ORCA input file:
```
! RIJCOSX wB97M-V def2-TZVPD def2/J DEFGRID3
* xyz 1 1
C -1.369 -5.615 7.170
O 0.008 -5.701 7.455
C 0.798 -4.766 6.757
C 0.974 -5.111 5.269
C 0.219 -4.210 4.293
C 0.680 -2.752 4.327
C 0.332 -2.170 2.959
S 0.448 -0.387 2.959
O -0.430 0.044 1.705
B -1.773 0.594 1.839
O -1.844 1.834 2.372
O -2.786 -0.086 1.280
P 2.399 0.102 2.172
P 3.476 -1.719 1.488
O 4.825 -1.196 1.331
O 2.795 -2.193 0.140
O 3.320 -2.899 2.531
H -1.628 -6.087 6.213
H -1.902 -6.133 7.966
H -1.702 -4.568 7.145
H 0.364 -3.761 6.880
H 1.764 -4.766 7.263
H 2.037 -5.087 5.009
H 0.650 -6.146 5.132
H -0.857 -4.298 4.469
H 0.446 -4.509 3.268
H 1.765 -2.739 4.463
H 0.249 -2.158 5.136
H -0.687 -2.420 2.650
H 1.008 -2.557 2.199
H -2.398 1.952 3.146
H -2.996 -0.995 1.487
H 2.995 0.232 3.441
H 1.869 -2.458 0.109
H 2.891 -3.728 2.257
C -0.518 4.011 0.312
C -1.276 4.041 -1.000
O -1.110 5.395 -1.448
S 0.323 5.950 -1.021
O 1.248 5.813 -2.087
O 0.135 7.197 -0.374
O 0.643 4.809 0.057
H -1.086 4.459 1.129
H -0.200 3.009 0.589
H -2.339 3.839 -0.899
H -0.847 3.359 -1.734
C 6.820 0.047 -2.488
C 5.984 0.555 -1.330
O 6.876 1.416 -0.615
S 7.867 2.149 -1.633
O 7.377 3.442 -1.950
O 9.190 1.970 -1.159
O 7.583 1.196 -2.881
H 7.506 -0.744 -2.178
H 6.230 -0.287 -3.337
H 5.622 -0.223 -0.665
H 5.136 1.144 -1.690
C -2.309 4.503 -5.788
C -3.500 4.497 -4.852
O -3.798 3.090 -4.703
S -2.462 2.242 -4.745
O -2.004 1.968 -3.422
O -2.631 1.168 -5.655
O -1.529 3.371 -5.347
H -2.602 4.346 -6.826
H -1.695 5.394 -5.701
H -4.363 5.006 -5.264
H -3.253 4.913 -3.875
C 2.623 -8.486 0.672
C 1.934 -8.555 2.023
O 2.564 -7.488 2.768
S 2.938 -6.294 1.808
O 1.935 -5.271 1.871
O 4.283 -5.910 2.036
O 2.762 -7.063 0.445
H 3.616 -8.935 0.689
H 2.035 -8.904 -0.138
H 2.103 -9.485 2.555
H 0.866 -8.350 1.949
C -8.245 7.954 -6.764
C -8.562 6.478 -6.617
O -7.289 5.900 -6.270
S -6.448 6.914 -5.383
O -6.572 6.597 -4.005
O -5.152 7.025 -5.962
O -7.310 8.205 -5.697
H -7.760 8.178 -7.714
H -9.106 8.600 -6.621
H -8.908 6.012 -7.535
H -9.268 6.289 -5.809
*
```

Output
molar mass	927.615	g/mol
Kohn-Sham gap	8.40	eV
highest occupied orbital energy	-12.22	eV

Atomic partial charges in e from the Mulliken method, atoms 1 to 8:
1 C -0.6309
2 O -0.4409
3 C -0.7703
4 C -0.5996
5 C -0.3415
6 C -0.6837
7 C -0.2139
8 S 0.1559

# C16H38Cl6F6N3O6

9 unconnected molecules or ions with the total composition C16H38Cl6F6N3O6 at a distorted geometry (wB97M-V/def2-TZVPD, the OMol25 dataset).

ORCA input file:
```
! RIJCOSX wB97M-V def2-TZVPD def2/J DEFGRID3
* xyz 0 2
N -2.806 1.399 1.040
H -3.607 1.022 0.554
H -2.199 1.795 0.337
H -2.135 0.679 1.270
H -2.959 2.046 1.801
N -2.602 1.835 -3.174
H -2.075 1.712 -2.321
H -2.740 2.833 -3.246
H -3.440 1.365 -2.865
H -2.121 1.373 -3.933
N -1.829 -2.552 0.082
H -1.189 -3.124 -0.450
H -2.506 -3.002 0.680
H -2.453 -2.112 -0.580
H -1.307 -1.849 0.586
O -0.961 2.023 -1.036
C 0.108 1.060 -0.877
C 0.337 0.293 0.508
O -0.676 -0.364 1.267
H 1.051 1.523 -1.170
H -0.260 0.281 -1.545
H 0.893 0.921 1.204
H 1.117 -0.459 0.383
C 2.704 -2.632 -0.791
C 1.740 -3.578 -0.025
O 1.738 -4.770 -0.748
C 0.700 -5.121 -1.504
O -0.475 -4.717 -1.338
C 1.031 -6.368 -2.319
F 1.247 -6.061 -3.581
F 2.052 -7.082 -1.777
F -0.034 -7.129 -2.279
H 3.611 -3.184 -1.039
H 2.863 -1.708 -0.234
H 2.231 -2.390 -1.743
H 0.790 -3.054 0.079
H 2.131 -3.776 0.972
C 1.563 3.496 3.192
C 0.158 3.017 2.985
O -0.626 3.873 3.796
C -1.968 3.640 3.840
O -2.562 2.690 3.334
C -2.710 4.758 4.643
F -4.006 4.694 4.406
F -2.483 4.642 5.956
F -2.213 5.988 4.312
H 2.303 2.983 2.579
H 1.813 3.323 4.238
H 1.678 4.556 2.964
H 0.024 1.965 3.237
H -0.069 3.101 1.922
Cl 0.644 -1.917 5.452
C 0.874 -1.306 3.801
C 2.310 -1.118 3.464
Cl 3.235 -2.634 3.469
H 0.345 -0.356 3.728
H 0.365 -2.032 3.167
H 2.744 -0.434 4.193
H 2.459 -0.579 2.529
Cl -0.894 -1.597 -3.774
C -1.142 -3.160 -4.635
C -0.115 -3.287 -5.767
Cl -0.317 -2.067 -6.991
H -2.161 -3.201 -5.019
H -1.169 -3.969 -3.905
H -0.254 -4.254 -6.250
H 0.872 -3.259 -5.304
Cl 3.623 4.090 -0.841
C 1.905 4.381 -0.694
C 1.221 4.362 -2.071
Cl 1.540 5.795 -3.052
H 1.767 5.389 -0.302
H 1.520 3.557 -0.093
H 0.140 4.223 -2.060
H 1.618 3.519 -2.637
*
```

Output
molar mass	695.201	g/mol
Kohn-Sham gap (alpha / beta)	1.57 / 6.79	eV
highest occupied orbital energy (alpha / beta)	-3.06 / -8.28	eV
expectation value of S²	0.75

Atomic partial charges in e from the Mulliken method, atoms 1 to 8:
1 N -0.0503
2 H 0.3763
3 H 0.0789
4 H 0.3085
5 H 0.4967
6 N -0.2234
7 H -0.0195
8 H 0.3852

# C16H38ClF3O11S3Si2

A molecular structure, C16H38ClF3O11S3Si2 at a distorted geometry (wB97M-V/def2-TZVPD, the OMol25 dataset).

ORCA input file:
```
! RIJCOSX wB97M-V def2-TZVPD def2/J DEFGRID3
* xyz 0 1
F -2.029 2.554 2.541
C -1.924 2.686 1.209
F -2.851 1.879 0.681
F -2.313 3.947 0.935
Si -0.113 2.381 0.591
C 0.218 3.477 -0.868
C 0.767 4.904 -0.632
C 1.344 5.181 0.734
Cl 2.107 6.806 0.743
O 0.068 0.807 0.164
Si 0.400 -0.382 1.276
C 2.233 -0.717 1.503
C 2.924 0.439 2.204
C 2.443 0.717 3.727
O 3.832 0.222 3.144
H 0.729 2.620 1.780
H 0.858 2.917 -1.545
H -0.745 3.588 -1.366
H 0.008 5.642 -0.864
H 1.569 5.074 -1.345
H 2.140 4.498 1.003
H 0.595 5.227 1.515
H -0.162 -0.101 2.613
H -0.223 -1.622 0.773
H 2.403 -1.533 2.201
H 2.765 -0.843 0.558
H 3.114 1.338 1.619
H 2.418 1.816 3.486
H 2.797 0.920 4.732
O -1.438 6.702 -5.291
S -2.168 6.765 -4.064
O -1.592 6.215 -2.876
O -3.604 6.136 -4.288
C -3.669 4.813 -4.875
C -3.321 3.716 -3.890
C -2.686 8.413 -3.747
H -3.027 4.783 -5.756
H -4.698 4.718 -5.211
H -2.271 3.759 -3.603
H -3.513 2.744 -4.345
H -3.919 3.809 -2.985
H -3.148 8.813 -4.645
H -1.793 8.977 -3.491
H -3.382 8.405 -2.913
O -1.376 -4.198 1.229
S -2.068 -4.413 2.464
O -1.547 -5.339 3.419
O -3.575 -4.780 2.139
C -3.813 -5.861 1.205
C -3.596 -7.227 1.821
C -2.382 -2.879 3.263
H -3.190 -5.711 0.323
H -4.850 -5.733 0.904
H -2.548 -7.395 2.062
H -3.915 -7.997 1.118
H -4.170 -7.328 2.741
H -2.807 -2.185 2.543
H -1.432 -2.502 3.635
H -3.066 -3.054 4.089
O 4.907 -3.163 -0.672
S 5.176 -4.569 -0.649
O 5.159 -5.321 -1.864
O 4.225 -5.271 0.409
C 2.796 -5.073 0.280
C 2.204 -5.896 -0.847
C 6.686 -4.862 0.200
H 2.574 -4.013 0.150
H 2.362 -5.385 1.227
H 2.556 -5.554 -1.818
H 1.118 -5.811 -0.823
H 2.485 -6.943 -0.742
H 6.675 -4.311 1.136
H 7.483 -4.504 -0.447
H 6.787 -5.930 0.371
*
```

Output
molar mass	651.289	g/mol
Kohn-Sham gap	9.67	eV
highest occupied orbital energy	-9.11	eV

Atomic partial charges in e from the Mulliken method, atoms 1 to 8:
1 F -0.2601
2 C 0.9158
3 F -0.2692
4 F -0.2234
5 Si -0.1908
6 C -0.0382
7 C -0.5341
8 C -0.3355

# C16H38N3O8P

3 unconnected molecules or ions with the total composition C16H38N3O8P at a distorted geometry (wB97M-V/def2-TZVPD, the OMol25 dataset).

ORCA input file:
```
! RIJCOSX wB97M-V def2-TZVPD def2/J DEFGRID3
* xyz 0 1
H 1.243 -0.692 3.686
N 0.589 -0.376 4.423
C -0.434 -1.190 4.385
C -0.650 -2.437 3.421
O 0.304 -2.577 2.340
P -0.021 -1.534 1.040
O -0.615 -0.177 1.421
O 1.484 -1.209 0.272
O -1.084 -2.326 -0.014
C -1.149 -1.638 -1.311
C -2.687 -1.698 -1.782
C -3.248 -0.309 -2.361
C -3.773 0.668 -1.183
O -2.710 1.546 -0.722
C -3.094 2.270 0.440
C -3.434 1.491 1.815
O -3.158 3.528 0.482
H -1.258 -1.008 5.173
H -1.720 -2.459 3.025
H -0.537 -3.383 4.077
H 1.406 -0.374 -0.240
H -0.709 -0.586 -1.298
H -0.558 -2.279 -2.068
H -2.811 -2.511 -2.584
H -3.327 -1.961 -0.859
H -2.534 0.220 -3.079
H -4.194 -0.564 -2.976
H -4.267 0.052 -0.353
H -4.597 1.316 -1.673
H -4.550 1.578 2.084
H -2.754 1.854 2.669
H -3.204 0.380 1.624
C 5.997 -3.264 4.105
O 4.798 -2.725 3.575
C 4.783 -2.602 2.155
C 4.406 -3.898 1.410
C 5.542 -4.916 1.349
N 3.225 -4.538 2.001
H 6.877 -2.957 3.532
H 5.933 -4.354 4.150
H 6.107 -2.899 5.129
H 4.013 -1.854 1.936
H 5.731 -2.187 1.791
H 4.165 -3.623 0.377
H 5.700 -5.428 2.299
H 5.319 -5.687 0.606
H 6.481 -4.438 1.057
H 2.445 -3.887 1.959
H 3.402 -4.633 3.002
C -0.485 6.367 -2.978
O -0.895 5.249 -2.210
C -2.197 4.762 -2.523
C -2.244 3.812 -3.737
C -2.149 4.533 -5.079
N -1.188 2.795 -3.666
H -1.320 7.032 -3.217
H 0.010 6.035 -3.893
H 0.247 6.929 -2.394
H -2.516 4.195 -1.643
H -2.907 5.592 -2.631
H -3.214 3.301 -3.714
H -1.138 4.877 -5.301
H -2.442 3.861 -5.891
H -2.819 5.397 -5.107
H -1.313 2.257 -2.809
H -0.306 3.284 -3.515
*
```

Output
SMILES	[H]/N=C\CO[P@@](=O)(O)OCCCCOC(C)=O.COC[C@@H](C)N.COC[C@@H](C)N
molar mass	431.467	g/mol
Kohn-Sham gap	9.27	eV
highest occupied orbital energy	-9.00	eV

Atomic partial charges in e from the natural (NBO) method, atoms 1 to 8:
1 H 0.3315
2 N -0.5658
3 C 0.0922
4 C -0.1524
5 O -0.7777
6 P 2.4535
7 O -1.0942
8 O -0.9712

# C16H38N4O2PPdS2

A molecular structure, C16H38N4O2PPdS2 at a distorted geometry (wB97M-V/def2-TZVPD, the OMol25 dataset).

ORCA input file:
```
! RIJCOSX wB97M-V def2-TZVPD def2/J DEFGRID3
* xyz 3 1
Pd 0.569 -0.774 0.135
C 2.884 -1.364 -2.211
C 1.519 -1.261 -2.851
N 0.429 -1.618 -1.926
C 0.138 -3.043 -1.744
C -1.087 -3.092 -0.863
N -0.821 -2.440 0.445
C -0.523 -3.392 1.545
C 0.640 -4.331 1.283
C 2.005 -3.655 1.088
N 1.964 -2.187 1.239
C 3.316 -1.579 1.190
C 3.153 -0.099 1.052
N 2.446 0.195 -0.220
C 3.236 -0.088 -1.459
H 3.627 -1.487 -3.000
H 2.967 -2.246 -1.572
H 1.461 -1.896 -3.739
H 1.346 -0.235 -3.180
H -0.424 -1.179 -2.268
H 0.996 -3.539 -1.299
H -0.073 -3.545 -2.693
H -1.390 -4.131 -0.719
H -1.918 -2.572 -1.340
H -1.630 -1.893 0.733
H -1.418 -4.001 1.697
H -0.388 -2.818 2.463
H 0.427 -4.975 0.430
H 0.690 -4.997 2.144
H 2.443 -3.885 0.117
H 2.708 -4.050 1.825
H 1.564 -1.982 2.153
H 3.858 -2.013 0.352
H 3.888 -1.804 2.093
H 4.124 0.403 1.084
H 2.550 0.302 1.868
H 2.174 1.176 -0.213
H 4.285 -0.130 -1.160
H 3.121 0.761 -2.133
C -0.496 4.944 -0.495
C -0.275 4.608 0.958
C -1.343 5.096 1.899
O -0.073 3.098 1.119
P -0.935 1.923 0.670
S -0.283 1.072 -1.084
S -0.559 0.363 1.902
O -2.398 2.359 0.628
C -3.584 1.810 -0.127
C -4.555 1.283 0.898
C -4.123 2.936 -0.971
H -0.416 6.025 -0.616
H -1.495 4.653 -0.824
H 0.259 4.486 -1.136
H 0.696 4.974 1.281
H -2.342 4.834 1.556
H -1.278 6.184 1.944
H -1.196 4.709 2.907
H -3.208 1.009 -0.767
H -4.903 2.089 1.544
H -4.104 0.513 1.527
H -5.421 0.858 0.390
H -4.351 3.803 -0.349
H -5.048 2.610 -1.447
H -3.422 3.229 -1.753
*
```

Output
molar mass	520.034	g/mol
Kohn-Sham gap	7.06	eV
relative energy (zero: lowest compared OMol25 entry of this formula, charge and spin)	11.5	kcal/mol
highest occupied orbital energy	-19.02	eV

Atomic partial charges in e from the Mulliken method, atoms 1 to 8:
1 Pd 0.8050
2 C -0.2888
3 C -0.8949
4 N -0.3023
5 C -0.2842
6 C -1.0560
7 N -0.1270
8 C -1.0150

# C16H38O13S5Si

4 unconnected molecules or ions with the total composition C16H38O13S5Si at a distorted geometry (wB97M-V/def2-TZVPD, the OMol25 dataset).

ORCA input file:
```
! RIJCOSX wB97M-V def2-TZVPD def2/J DEFGRID3
* xyz 0 1
C 5.442 -2.932 -0.336
C 4.272 -3.619 0.322
C 2.936 -3.039 -0.086
O 3.045 -2.354 -1.353
C 1.886 -2.200 -2.033
O 1.872 -2.268 -3.240
C 0.625 -1.904 -1.261
S -0.600 -3.200 -1.719
Si -1.397 -3.761 0.190
O 4.385 -5.008 -0.009
C 3.545 -5.820 0.696
O 3.508 -5.851 1.917
C 2.691 -6.699 -0.180
S 3.713 -8.004 -0.926
H 5.615 -3.348 -1.315
H 6.316 -3.168 0.251
H 5.302 -1.868 -0.396
H 4.353 -3.505 1.394
H 2.617 -2.334 0.672
H 2.173 -3.801 -0.170
H 0.215 -0.950 -1.544
H 0.741 -1.934 -0.190
H -2.564 -4.636 -0.024
H -0.355 -4.512 0.923
H -1.854 -2.594 0.969
H 2.300 -6.089 -0.980
H 1.922 -7.126 0.437
H 3.591 -7.661 -2.213
C 9.312 2.333 -2.599
C 7.964 2.966 -2.312
O 6.863 2.110 -2.683
S 6.502 0.909 -1.704
C 4.927 0.526 -2.394
O 6.333 1.432 -0.382
O 7.395 -0.181 -1.942
H 9.494 1.478 -1.950
H 10.106 3.062 -2.436
H 9.358 1.982 -3.629
H 7.870 3.249 -1.263
H 7.835 3.867 -2.908
H 4.268 1.377 -2.251
H 4.543 -0.346 -1.868
H 5.054 0.300 -3.449
C -4.067 1.986 4.383
C -5.130 1.085 3.786
O -5.016 0.972 2.350
S -3.883 0.017 1.762
C -4.487 -0.044 0.110
O -4.015 -1.275 2.361
O -2.631 0.708 1.775
H -3.076 1.545 4.293
H -4.273 2.153 5.440
H -4.048 2.949 3.872
H -5.107 0.090 4.233
H -6.120 1.501 3.959
H -5.459 -0.526 0.110
H -3.772 -0.625 -0.469
H -4.554 0.969 -0.281
C -9.413 5.157 -0.075
C -8.392 5.767 0.864
O -7.277 4.885 1.115
S -6.161 4.770 -0.014
C -4.939 3.969 0.963
O -5.728 6.087 -0.364
O -6.612 3.868 -1.028
H -9.011 5.048 -1.082
H -10.297 5.793 -0.127
H -9.708 4.167 0.271
H -8.024 6.723 0.490
H -8.837 5.946 1.841
H -4.629 4.639 1.760
H -4.097 3.745 0.312
H -5.358 3.052 1.363
*
```

Output
SMILES	C[C@@H](COC(=O)CS[SiH3])OC(=O)CS.CCOS(C)(=O)=O.CCOS(C)(=O)=O.CCOS(C)(=O)=O
molar mass	626.888	g/mol
Kohn-Sham gap	9.74	eV
highest occupied orbital energy	-9.45	eV

Atomic partial charges in e from the Mulliken method, atoms 1 to 8:
1 C -1.4335
2 C 0.3070
3 C -0.3358
4 O -0.3439
5 C 0.5397
6 O -0.5798
7 C -0.4822
8 S -0.1890

Number 1: E -156749.4551 eV. Number 2: E -125398.1604 eV. Number 3: E -108664.0867 eV. Number 4: E -47345.6415 eV. Number 5: E -61679.1270 eV. Number 6: E -105878.0521 eV.